Formula: C57H122N6O7
Source: the Open Molecules 2025 dataset
Level of theory: ωB97M-V with the def2-TZVPD basis set

Summary:
LUMO energy in eV: 0.53
Energy relative to the best compared isomer or geometry (same formula, charge and spin) in kcal per mole: 0.0
HOMO energy in eV: -8.09
Multiplicity: 1
DFT total energy in eV: -84355.291
Kohn-Sham gap in eV: 8.624

Atoms and positions in Å:
C 3.2007 3.0013 2.1873
C 1.7340 3.4434 2.2390
C 1.1489 3.1491 0.8446
C 1.0605 2.5827 3.2933
C -0.2812 3.1192 3.7684
C -0.2135 4.5852 4.1252
C 0.4754 5.4991 3.1030
C -0.5205 5.8451 1.9843
C 0.8401 6.7880 3.8203
N 1.6571 4.8425 2.5928
O 2.4343 5.6736 1.7646
H 3.3152 1.9684 1.8622
H 3.7966 3.6278 1.5182
H 3.6781 3.1497 3.1628
H 1.5734 3.7611 0.0498
H 1.3024 2.1003 0.5594
H 0.0603 3.2384 0.8365
H 0.8827 1.5812 2.8868
H 1.7395 2.4430 4.1381
H -1.0684 3.0221 3.0102
H -0.6121 2.4882 4.5968
H 0.2794 4.7241 5.0982
H -1.2051 5.0071 4.3153
H -1.3579 6.4166 2.4022
H -0.9960 5.0160 1.4601
H -0.0262 6.4822 1.2474
H -0.0116 7.1561 4.3978
H 1.1171 7.6076 3.1550
H 1.6585 6.6229 4.5259
H 3.1639 5.9589 2.3241
C 2.6681 -1.2262 -0.4062
C 2.9520 -0.7954 -1.8478
C 1.9954 -1.4934 -2.8191
C 2.6754 0.7027 -2.0253
C 3.7804 1.6458 -1.5923
C 5.0723 1.2152 -2.2681
C 5.4466 -0.2320 -1.9186
C 6.6530 -0.5890 -2.7780
C 5.8673 -0.2930 -0.4440
N 4.3236 -1.0778 -2.2736
O 4.6255 -2.4504 -2.0337
H 1.5884 -1.1102 -0.2714
H 2.8905 -2.2875 -0.2981
H 3.1856 -0.6070 0.3206
H 1.8733 -2.5261 -2.4764
H 1.0492 -0.9623 -2.8677
H 2.4247 -1.5611 -3.8192
H 2.5004 0.9193 -3.0873
H 1.7301 0.9709 -1.5431
H 3.5866 2.6855 -1.8728
H 3.8728 1.6878 -0.5021
H 5.9035 1.8878 -2.0588
H 4.8643 1.2641 -3.3444
H 6.4331 -0.4355 -3.8364
H 6.9616 -1.6211 -2.6077
H 7.4985 0.0590 -2.5416
H 5.1012 0.0755 0.2377
H 6.7828 0.2615 -0.2393
H 6.0113 -1.3343 -0.1367
H 4.6840 -2.8072 -2.9250
C -5.1306 -2.0254 -3.5112
C -3.6904 -1.5508 -3.2975
C -3.4870 -1.4080 -1.7827
C -2.8009 -2.6303 -3.8927
C -1.3749 -2.1628 -4.1512
C -1.4020 -0.9069 -5.0209
C -2.1762 0.2292 -4.3488
C -1.3850 0.8096 -3.1652
C -2.3700 1.3267 -5.4052
N -3.5031 -0.2927 -4.0145
O -4.3234 0.7422 -3.5115
H -5.8770 -1.3117 -3.1450
H -5.3270 -2.1153 -4.5833
H -5.3467 -2.9522 -2.9817
H -2.4466 -1.2058 -1.5359
H -4.1086 -0.6127 -1.3742
H -3.7872 -2.3215 -1.2653
H -2.7323 -3.4774 -3.2085
H -3.2388 -3.0057 -4.8208
H -0.8870 -1.9017 -3.2068
H -0.7492 -2.9349 -4.6055
H -1.8813 -1.1935 -5.9633
H -0.3916 -0.5626 -5.2555
H -0.5834 1.4393 -3.5500
H -0.9997 0.0516 -2.4863
H -2.0832 1.4151 -2.5789
H -2.4154 2.3150 -4.9330
H -3.3134 1.2293 -5.9394
H -1.5468 1.3579 -6.1192
H -5.0052 0.8555 -4.1801
C 4.1802 -2.8189 3.2842
C 2.8274 -2.6143 3.9960
C 2.2173 -1.3088 3.5230
C 1.8893 -3.7853 3.7076
C 2.2217 -5.0853 4.4074
C 2.3446 -4.7872 5.9188
C 3.3475 -3.6998 6.2685
C 3.1423 -3.3507 7.7505
C 4.7903 -4.2060 6.1012
N 3.0270 -2.5538 5.4528
O 3.6890 -1.3818 5.8818
H 4.9705 -2.2549 3.7798
H 4.4993 -3.8521 3.1443
H 4.1284 -2.4377 2.2531
H 1.8949 -1.3362 2.4821
H 1.3198 -1.0743 4.1050
H 2.9793 -0.5368 3.6384
H 0.8604 -3.4850 3.9368
H 1.9039 -3.8884 2.6140
H 1.3959 -5.7898 4.3126
H 3.1624 -5.5320 4.0819
H 2.5442 -5.7093 6.4713
H 1.3432 -4.4720 6.2388
H 2.8917 -4.2184 8.3527
H 2.3248 -2.6286 7.8505
H 4.0084 -2.7816 8.0924
H 5.0531 -4.9628 6.8411
H 5.4811 -3.3629 6.1281
H 4.9251 -4.6927 5.1324
H 2.9813 -0.7517 6.0478
C -1.5379 -7.4554 -0.4413
C -0.6593 -6.3465 -1.0075
C -1.3794 -5.6434 -2.1671
C -0.3392 -5.3677 0.1146
C 0.8019 -4.4202 -0.1519
C 2.0699 -5.2055 -0.5094
C 1.8085 -6.2138 -1.6480
C 1.9044 -5.4711 -2.9972
C 3.0165 -7.1488 -1.5904
N 0.6062 -6.9629 -1.3923
O 0.4054 -7.9804 -2.3626
H -0.9662 -7.9730 0.3370
H -2.4247 -7.0625 0.0620
H -1.8348 -8.2192 -1.1563
H -0.8033 -4.7930 -2.5340
H -1.4210 -6.3501 -3.0020
H -2.3911 -5.3281 -1.9195
H -1.2476 -4.8752 0.4791
H -0.0809 -5.9524 1.0130
H 0.5973 -3.6993 -0.9529
H 1.0079 -3.8283 0.7436
H 2.3420 -5.7216 0.4174
H 2.8699 -4.5320 -0.8111
H 2.8202 -4.8896 -3.1001
H 1.0649 -4.8129 -3.2206
H 1.9068 -6.2371 -3.7804
H 3.9520 -6.6007 -1.7260
H 3.0520 -7.8733 -2.4150
H 3.0649 -7.7044 -0.6528
H 0.9080 -8.7210 -2.0106
C -4.6586 4.1896 -2.1470
C -4.7397 5.1100 -0.9125
C -4.7195 4.1803 0.2895
C -3.5046 6.0020 -0.8193
C -3.4997 7.1009 -1.8694
C -4.7180 7.9912 -1.6137
C -6.0445 7.2164 -1.6300
C -7.1200 8.0615 -0.9747
C -6.4332 6.9387 -3.0946
N -5.8999 5.9732 -0.8635
O -7.1037 5.2260 -0.8694
H -5.4413 3.4304 -2.0974
H -4.8205 4.7007 -3.0987
H -3.6859 3.7047 -2.2440
H -4.6435 4.6988 1.2525
H -5.6780 3.6602 0.3740
H -3.9247 3.4397 0.2252
H -3.5349 6.4703 0.1707
H -2.6086 5.3856 -0.9166
H -2.5782 7.6784 -1.8594
H -3.6745 6.6548 -2.8522
H -4.7987 8.7363 -2.4089
H -4.6066 8.4943 -0.6484
H -8.0790 7.5378 -0.9948
H -7.2658 9.0002 -1.5084
H -6.8842 8.2364 0.0768
H -7.1732 6.1382 -3.1504
H -5.5921 6.5733 -3.6857
H -6.8107 7.8344 -3.5897
H -7.4991 5.4076 -0.0122
C -0.9001 -1.0105 1.0573
C -2.0624 -0.2396 1.6625
C -2.2816 1.0833 0.9703
O -3.2364 -1.0434 1.4907
H 0.0361 -0.5351 1.3558
H -1.0139 -1.0394 -0.0234
H -0.8951 -1.9974 1.5248
H -1.8633 -0.1405 2.7372
H -3.0464 1.6688 1.4901
H -2.5420 0.9635 -0.0819
H -1.3821 1.7056 0.9764
H -3.9925 -0.5039 1.7420

Forces on atoms 1 to 2 (eV/Å):
0.696 0.819 0.246
0.488 -0.585 -1.345